Entry 1:
Below is an isolated molecule of C19H25N3O4S, with properties calculated with the ωB97M-V functional and the def2-TZVPD basis.

The geometry in XYZ format:
```
52
Properties=species:S:1:pos:R:3:forces:R:3:lowdin_charge:R:1
C -6.254474 -1.867538 0.323349 -0.10 -0.24 0.03 -0.07
O -5.801850 -0.547292 0.146647 0.37 0.42 -0.13 -0.10
C -4.456366 -0.321187 0.047915 -0.05 0.12 -0.01 -0.18
C -3.512743 -1.330855 0.096312 0.05 -0.10 -0.01 0.03
C -2.153162 -1.055912 -0.073440 -0.49 0.74 -0.04 -0.21
C -1.211289 -2.151741 -0.037912 0.76 -0.37 -0.08 0.00
C 0.084861 -2.097684 -0.377920 -0.69 0.20 0.05 -0.05
C 0.922115 -3.293987 -0.317944 0.24 -0.34 0.01 -0.47
O 0.501846 -4.432150 -0.324053 -0.09 0.00 0.02 0.08
N 2.297692 -3.095585 -0.303817 -0.01 -0.79 -0.20 0.11
C 3.050272 -1.998168 -0.022789 -0.25 1.27 0.46 -0.59
N 4.330385 -1.988163 -0.203934 -0.59 -1.50 -0.58 0.01
N 4.915321 -0.859908 0.168881 1.00 1.02 0.38 0.00
C 4.130103 0.027291 0.651829 -0.90 -0.20 0.25 -0.59
C 4.527092 1.379712 1.100128 0.10 0.36 -0.20 -0.16
C 4.641368 2.395064 -0.064605 -0.01 0.11 0.05 -0.61
C 3.351982 2.403540 -0.887674 0.24 -0.02 0.07 -0.06
C 5.825419 2.021855 -0.955257 -0.20 0.00 0.08 -0.05
C 4.867182 3.782132 0.540144 -0.04 -0.24 -0.09 -0.06
S 2.444817 -0.510137 0.700584 0.91 -0.41 -0.21 1.10
C -1.766083 0.262710 -0.267990 -0.16 -0.17 0.05 0.05
C -2.691447 1.302254 -0.288204 -0.03 -0.16 0.03 -0.18
O -2.122880 2.521524 -0.486462 -0.02 -0.38 -0.03 -0.06
C -2.857669 3.721783 -0.385777 -0.15 0.48 -0.04 -0.07
C -4.059074 1.022968 -0.126285 -0.10 0.11 0.10 -0.12
O -4.953967 2.060369 -0.195011 0.35 -0.47 -0.36 -0.10
C -6.060671 2.081182 0.684907 -0.38 0.16 0.22 -0.06
H -7.340244 -1.797173 0.371264 0.08 -0.06 0.00 0.10
H -5.879692 -2.301674 1.255559 0.00 0.01 -0.05 0.10
H -5.971385 -2.506352 -0.518686 0.00 0.02 0.04 0.10
H -3.816604 -2.355279 0.233869 -0.08 -0.11 0.03 0.11
H -1.596921 -3.107834 0.295095 0.01 -0.11 0.01 0.13
H 0.530994 -1.191165 -0.751961 -0.05 0.11 -0.07 0.06
H 2.843340 -3.941289 -0.436818 -0.14 0.09 0.03 0.16
H 5.498343 1.304803 1.592778 -0.04 0.00 0.09 0.13
H 3.791623 1.743496 1.819818 0.06 0.06 0.08 0.12
H 3.234896 1.469245 -1.432161 -0.07 -0.08 -0.08 0.08
H 2.482391 2.543481 -0.248110 -0.16 0.04 0.05 0.08
H 3.375960 3.213259 -1.613218 0.00 0.10 -0.09 0.09
H 5.740744 0.992768 -1.294621 0.05 -0.07 -0.08 0.07
H 5.864304 2.674235 -1.824477 0.02 0.10 -0.11 0.08
H 6.760095 2.120249 -0.408376 0.15 0.00 0.06 0.09
H 5.013170 4.515872 -0.249023 0.02 0.12 -0.08 0.08
H 4.010390 4.088056 1.136815 -0.10 0.07 0.09 0.08
H 5.749169 3.785271 1.176595 0.12 0.03 0.09 0.08
H -0.730104 0.533675 -0.381956 0.17 0.06 -0.02 0.12
H -3.647332 3.779444 -1.136304 0.10 0.03 0.09 0.09
H -3.291146 3.847876 0.609338 0.01 -0.01 -0.06 0.10
H -2.126176 4.510957 -0.561539 -0.06 -0.04 0.03 0.09
H -6.894387 1.493813 0.296968 0.11 0.10 0.07 0.09
H -5.790444 1.712413 1.677152 0.01 0.00 -0.03 0.10
H -6.355199 3.129207 0.754907 0.01 -0.05 0.05 0.09
```
Positions in Å, forces in eV/Å.

Output
HOMO-LUMO gap, eV: 8.05
Net charge: 0
SMILES: COc1cc(/C=C/C(=O)Nc2nnc(CC(C)(C)C)s2)cc(OC)c1OC
Strongest force on any atom, eV/Å: 1.71
DFT total energy, eV: -43602.5093
Highest occupied orbital energy, eV: -8.3

Entry 2:
Below is a structure of composition C19H25N7NaO4S2, with properties calculated with the ωB97M-V functional and the def2-TZVPD basis.

The geometry in XYZ format:
```
58
Properties=species:S:1:pos:R:3:forces:R:3:lowdin_charge:R:1
Na -0.379421 0.432106 -0.449126 1.03 -0.24 0.92 0.19
N -2.141578 -2.115176 0.001843 0.13 -0.01 -0.15 0.03
C -3.107443 -1.615566 0.961030 -0.24 0.07 0.26 -0.28
C -3.099375 -0.094543 1.020918 -0.35 -0.16 0.09 -0.23
N -1.833905 0.399818 1.527299 -0.13 -0.47 0.33 -0.10
C -1.900290 1.746757 2.038309 -0.17 0.39 -0.04 -0.22
C -1.869506 2.766294 0.902492 -0.28 0.28 0.58 -0.26
N -0.623292 2.643253 0.195397 0.09 0.44 -0.16 -0.01
H -2.117776 -3.129114 0.028659 0.12 0.11 -0.02 0.07
H -1.219526 -1.781407 0.263153 0.12 -0.26 0.07 0.03
H -2.927615 -1.998154 1.984173 -0.14 0.06 -0.14 0.11
H -4.102883 -1.943211 0.637750 0.08 0.04 0.14 0.11
H -3.941284 0.224756 1.668925 0.09 -0.02 -0.15 0.12
H -3.256340 0.304584 0.019561 -0.18 0.02 -0.15 0.11
H -1.503348 -0.220057 2.265866 0.21 0.04 -0.12 0.01
H -1.023841 1.916048 2.666920 0.00 -0.03 0.08 0.10
H -2.810376 1.911710 2.653127 0.20 -0.01 -0.07 0.11
H -2.033486 3.773623 1.333426 -0.14 -0.22 -0.14 0.11
H -2.676751 2.551109 0.204009 -0.11 0.08 -0.05 0.11
H 0.142900 3.076897 0.689126 0.16 -0.10 0.00 0.08
H -0.680955 3.024891 -0.735134 0.06 0.06 -0.19 0.07
O 2.401501 -3.638684 -0.685451 0.09 -0.39 -0.24 0.10
C 1.698611 -2.485343 -0.771353 0.44 0.23 1.00 -0.45
O 1.712437 -1.675947 0.116602 0.00 -0.20 -0.50 0.06
C 0.937160 -2.332825 -2.027384 -0.06 -0.37 -0.67 -0.18
C 1.089659 -3.205793 -3.100824 0.01 0.14 0.32 0.00
C 0.327359 -2.975628 -4.236173 -0.06 0.10 0.03 -0.05
C -0.546256 -1.906348 -4.239696 0.04 0.01 0.01 0.01
C -0.618108 -1.075982 -3.116730 -0.38 0.16 -0.51 -0.15
N 0.115390 -1.289228 -2.043017 0.13 -0.08 0.12 0.17
C -1.560831 0.160959 -3.126611 0.12 -0.47 -0.44 -0.65
O -2.215502 0.317503 -4.158777 -0.18 -0.04 -0.43 -0.01
O -1.524022 0.863109 -2.103529 -0.47 0.65 -0.04 -0.07
H 2.827738 -3.662783 0.186309 -0.17 0.24 -0.10 0.13
H 1.783073 -4.029768 -3.037222 0.03 -0.03 0.03 0.11
H 0.423788 -3.624675 -5.097552 -0.04 0.00 -0.01 0.10
H -1.177179 -1.672615 -5.083734 -0.04 0.06 -0.01 0.11
C 0.581932 1.794880 5.133069 0.28 -0.43 -0.14 -0.44
S 1.771590 0.423974 5.019538 -0.14 0.10 0.00 0.71
C 1.456860 -0.040147 3.269230 0.23 0.03 0.26 -1.19
S 0.545236 -1.405682 2.960717 -0.74 -0.80 0.06 0.50
N 2.094671 0.725190 2.473078 1.21 1.03 1.23 -0.10
N 1.977424 0.958079 1.207616 -0.55 -0.18 -1.55 0.03
C 3.001207 0.902906 0.431647 0.14 -0.33 1.36 -0.13
C 2.924311 1.260925 -0.954321 0.18 0.19 -0.98 -0.27
C 4.092117 1.275856 -1.740139 -0.23 -0.04 0.32 -0.03
C 3.996411 1.565638 -3.083141 -0.19 0.05 -0.19 -0.09
C 2.743430 1.830101 -3.625911 0.15 0.01 0.04 -0.07
C 1.648969 1.811635 -2.770255 0.11 0.18 -0.54 -0.13
N 1.731293 1.548015 -1.484173 -0.06 -0.24 0.43 0.13
H 0.745432 2.281476 6.090868 -0.04 0.08 0.05 0.01
H -0.429719 1.398482 5.082233 -0.10 0.08 0.00 0.02
H 0.763642 2.492777 4.319123 -0.01 0.12 0.00 0.02
H 3.963824 0.528964 0.792930 -0.07 0.13 0.11 0.12
H 5.049570 1.062233 -1.284475 0.02 -0.04 0.05 0.10
H 4.884421 1.584386 -3.703728 -0.01 -0.01 -0.01 0.10
H 2.619123 2.045047 -4.677528 -0.04 0.01 -0.02 0.09
H 0.650963 2.012643 -3.135852 -0.14 0.01 -0.13 0.11
```
Positions in Å, forces in eV/Å.

Output
HOMO-LUMO gap, eV: 6.24
Net charge: -1
Strongest force on any atom, eV/Å: 2.01
DFT total energy, eV: -64819.8565
Highest occupied orbital energy, eV: -4.1

Entry 3:
Below is a structure of composition C19H26BBe2Cl2F9N3O11S2, with properties calculated with the ωB97M-V functional and the def2-TZVPD basis.

The geometry in XYZ format:
```
75
Properties=species:S:1:pos:R:3:forces:R:3:lowdin_charge:R:1
C 0.194786 -4.064116 -0.210473 0.14 -0.52 0.05 0.21
C -0.489394 -2.875333 -0.272954 -1.24 -0.04 -0.30 -0.22
C 0.001351 -1.722971 -1.127543 -1.69 -1.24 -0.34 -0.18
N 0.954821 -1.020061 -0.176755 0.93 0.11 0.43 0.15
C 0.480076 0.373427 -0.093926 -1.39 0.45 1.08 -0.22
S 1.670433 1.585917 0.496770 2.06 0.28 -2.17 0.79
O 2.962492 1.110251 0.088348 0.12 -1.03 0.67 -0.26
O 1.420635 2.924117 0.100990 -1.22 0.26 0.64 -0.21
C 1.654510 1.342019 2.339193 0.21 -0.24 0.43 -0.46
F 2.884367 1.553932 2.817109 0.00 0.41 -0.29 0.15
F 1.387228 0.030319 2.525545 -0.23 -0.05 0.03 0.13
C 0.631215 2.186399 3.114567 -0.27 0.30 -0.52 -0.38
F 0.686439 3.480851 2.753015 0.57 -0.01 0.11 0.17
F -0.579439 1.745047 2.765192 0.07 -0.21 0.39 0.17
C 0.798967 2.185126 4.663578 -1.61 -0.21 -0.09 -0.33
F -0.243295 2.901417 5.122848 -0.10 0.10 0.05 0.14
F 1.912583 2.876868 5.030454 0.50 -0.06 -0.04 0.02
C 0.759808 0.826388 5.409337 0.77 -0.43 0.65 -0.54
F 0.549025 1.080538 6.710038 -0.07 0.10 -0.22 0.17
F -0.176039 0.013158 4.967742 0.32 0.31 -0.02 0.22
F 1.964747 0.249531 5.315407 -0.28 0.01 -0.23 0.19
C -0.446626 0.683447 -1.312974 0.36 0.98 0.67 -0.36
C 0.175176 1.290399 -2.565746 0.48 -0.27 -0.22 -0.05
C 1.164055 0.445451 -3.349338 -0.57 -0.03 -0.15 -0.39
C 2.564443 0.204695 -2.876808 0.07 0.16 -0.39 -0.02
N 0.842851 -0.054579 -4.466169 0.11 -0.09 -0.34 0.19
N -1.296200 1.791796 -0.764284 -0.79 -0.87 0.22 0.09
C -2.492431 1.494174 -0.882844 0.78 0.42 -0.56 -0.70
S -3.854457 0.969642 -1.334267 -1.16 0.19 0.35 0.98
C -1.109499 -0.686203 -1.472019 1.34 -1.21 -0.65 -0.09
B -1.748357 -1.095403 -2.898088 -0.82 1.06 -0.72 -0.74
O -2.327870 -0.151710 -3.671997 2.33 0.31 0.92 0.10
O -1.702484 -2.424912 -3.263401 0.46 -0.25 -0.16 0.00
C -0.770487 -2.798576 -4.239274 -0.70 0.00 0.35 -0.21
H 0.451070 -4.665478 -1.073269 0.62 0.32 -0.37 0.11
H 0.521487 -4.435071 0.761353 -0.58 -0.85 0.41 0.07
H -1.411856 -2.795542 0.307024 1.22 1.06 1.74 -0.02
H 0.462061 -2.225037 -1.969523 0.83 0.75 -0.28 0.14
H 0.822377 -1.497755 0.723934 0.02 0.22 0.10 0.17
H 1.965942 -1.076417 -0.339601 -0.07 -0.04 -0.59 0.17
H -0.255395 0.354191 0.710937 -0.18 0.06 0.09 0.15
H 0.609839 2.254889 -2.328113 0.21 0.15 0.32 0.12
H -0.662302 1.499419 -3.219765 -0.23 -0.04 -0.10 0.13
H 2.631170 -0.593842 -2.145955 0.09 -0.04 0.25 0.06
H 3.127714 -0.120517 -3.740243 0.13 -0.21 -0.16 0.09
H 3.033428 1.105160 -2.505148 0.04 0.15 0.39 0.08
H -0.118354 0.179135 -4.714963 -0.11 -0.06 0.00 0.06
H -1.896676 -0.919686 -0.757297 -0.18 0.62 0.25 0.10
H -3.263170 -0.436498 -3.950324 -0.70 -0.93 -0.03 0.03
H 0.245224 -2.581811 -3.942296 0.25 0.21 0.03 0.01
H -0.850536 -3.915002 -4.415860 -0.06 0.42 0.04 -0.01
H -0.943255 -2.328463 -5.204875 -0.26 -0.06 -0.25 0.12
Cl 0.904384 -4.775509 -4.807038 0.54 -0.72 0.03 0.00
O -2.805545 0.156450 3.469986 0.18 0.19 -0.08 -0.27
H -1.960294 0.132706 3.935012 -0.24 -0.15 -0.01 -0.13
Be 1.849902 4.247938 6.780691 0.24 0.35 0.07 0.46
C 1.030271 -5.742633 3.175365 0.00 0.22 -0.59 -0.85
O 0.329851 -4.732933 3.433513 0.04 0.16 0.02 -0.09
O 1.376260 -6.512515 4.291588 -0.27 0.42 -0.03 0.01
O 1.451104 -6.126828 2.075066 0.10 0.01 -0.04 -0.05
H 0.924320 -5.983733 4.965844 0.16 -0.34 0.22 0.08
C -6.456837 0.076268 -4.384717 -0.02 0.00 0.34 -0.03
C -5.212241 -0.783137 -4.648798 -1.22 0.00 -1.34 -0.71
O -4.488878 -1.056897 -3.649272 -0.01 0.08 0.45 -0.09
O -5.025199 -1.133841 -5.822383 0.20 0.15 0.41 -0.02
H -6.542879 0.337500 -3.328722 -0.01 -0.01 -0.01 0.05
H -6.399963 0.994437 -4.970434 -0.01 -0.06 -0.08 0.07
H -7.351843 -0.469864 -4.683397 0.02 0.02 -0.09 0.07
Be 3.514904 6.015719 6.779121 -0.09 -0.41 -0.53 0.37
Cl -2.922076 -3.323917 -0.738618 0.11 -0.36 -0.68 0.37
C 4.993121 6.927620 3.331845 -1.03 0.37 -0.59 -0.38
O 5.874275 7.817132 3.690126 0.08 -0.26 0.13 -0.14
H 3.921921 7.228976 3.365003 0.11 0.19 0.25 0.06
H 5.116540 6.481505 2.316453 0.41 -0.22 0.19 0.09
H 4.986701 5.972835 3.986477 0.20 -0.05 0.49 0.08
```
Positions in Å, forces in eV/Å.

Output
HOMO-LUMO gap, eV: 1.51
Net charge: -1
Strongest force on any atom, eV/Å: 3.01
DFT total energy, eV: -119748.3723
Highest occupied orbital energy, eV: -5.7